ORCA calculation (wB97M-V/def2-TZVPD) on one molecule with the formula C4H4O3S.

Structure (ORCA input):
```
! RIJCOSX wB97M-V def2-TZVPD def2/J DEFGRID3
* xyz 0 1
C -1.29551 0.77591 0.05696
C -0.00922 0.27958 0.92952
C 1.61759 0.37483 -0.55928
C 1.04513 -0.86954 -0.69552
H -2.05291 -1.52317 0.25629
H -0.18733 0.18346 1.98050
H 2.34728 0.98742 -1.08524
H 1.07552 -1.60380 -1.49078
O -1.53127 1.86264 -0.36618
O 1.17110 0.99386 0.52954
O 0.31490 -1.05811 0.53286
S -2.49530 -0.40309 -0.08867
*
```

Its SMILES is O=C(S)C1OC=CO1. Its energy above the lowest of the compared OMol25 structures with the same formula, charge and spin is 2.770 eV. The value obtained for the orbital gap is 0.343 hartree. The value obtained for the HOMO energy is -8.74 eV.

ORCA calculation (wB97M-V/def2-TZVPD) on one molecule with the formula C4H4O4.

Structure (ORCA input):
```
! RIJCOSX wB97M-V def2-TZVPD def2/J DEFGRID3
* xyz 0 1
C 0.49729 1.68510 0.31964
C -0.48255 1.02392 -0.53892
C -0.57705 -0.18886 -0.94316
C -0.04218 -1.41863 -0.36470
H 0.95372 -0.11678 1.24182
H -1.53623 1.57649 -0.83300
H -1.37757 -0.42222 -1.76016
H 0.68761 -2.23061 1.40812
O 1.34493 0.88114 0.99136
O 0.26772 2.96110 0.39987
O 0.37897 -1.28876 1.10641
O -0.11466 -2.46190 -1.02726
*
```

Its SMILES is O=C(O)/C=C\C(=O)O. Its energy above the lowest of the compared OMol25 structures with the same formula, charge and spin is 3.216 eV. The value obtained for the orbital gap is 0.338 hartree. The value obtained for the HOMO energy is -10.39 eV.

ORCA calculation (wB97M-V/def2-TZVPD) on C4H4O5Y as an isolated structure.

Structure (ORCA input):
```
! RIJCOSX wB97M-V def2-TZVPD def2/J DEFGRID3
* xyz 2 2
O -0.26542 0.54916 0.84776
C -0.69902 0.94307 2.13369
O -0.54093 -0.06490 2.89744
O -1.13696 2.04888 2.32639
C -0.46926 1.39570 -0.29690
C 0.25550 0.82803 -1.45261
H -0.09509 2.39629 -0.01980
H -1.54737 1.47975 -0.48988
H -0.29938 0.55922 -2.35025
H 1.34483 0.88060 -1.48613
O 1.09100 -3.62969 -2.31431
O 1.06478 -2.62615 -0.23440
C 1.03898 -3.22068 -1.24621
Y 0.25833 -1.53927 1.68522
*
```

The value obtained for the orbital gap (alpha / beta) is 0.212 / 0.291 hartree. The value obtained for the HOMO energy (alpha / beta) is -16.63 / -18.83 eV.

ORCA calculation (wB97M-V/def2-TZVPD) on C4H4O5Yb as an isolated structure.

Structure (ORCA input):
```
! RIJCOSX wB97M-V def2-TZVPD def2/J DEFGRID3
* xyz 1 2
O -0.19403 -1.67986 -0.50309
C -0.72050 -3.22894 -1.16070
O -0.44786 -3.56089 -2.28386
O -1.22369 -3.85166 -0.18564
H 1.73215 2.53018 0.77258
O 1.22207 0.53485 0.85528
C 1.16781 1.80742 0.17319
C -0.33194 2.10501 0.12215
O -0.90527 0.96794 0.80175
C 0.00051 -0.02102 0.88269
H 1.62387 1.70844 -0.81910
H -0.72653 2.15650 -0.89948
H -0.61773 2.99967 0.68595
Yb -0.57884 -2.46765 1.55828
*
```

Its energy above the lowest of the compared OMol25 structures with the same formula, charge and spin is 1.936 eV. The value obtained for the orbital gap (alpha / beta) is 0.329 / 0.247 hartree. The value obtained for the HOMO energy (alpha / beta) is -14.18 / -13.49 eV.

ORCA calculation (wB97M-V/def2-TZVPD) on C4H4OS as an isolated structure.

Structure (ORCA input):
```
! RIJCOSX wB97M-V def2-TZVPD def2/J DEFGRID3
* xyz 0 1
C -1.01807 -0.93924 -0.60013
C 0.15517 -0.55868 -0.96099
C -0.50465 0.88805 1.31012
C 0.92420 0.39117 0.00074
O 0.11987 1.51375 0.31974
S 0.68901 -0.30820 1.68909
H -1.57795 -1.74798 -1.18604
H 0.77562 -0.79421 -1.85999
H -1.52500 0.87877 1.49855
H 1.96180 0.67658 -0.21108
*
```

Its energy above the lowest of the compared OMol25 structures with the same formula, charge and spin is 5.913 eV. The value obtained for the orbital gap (alpha / beta) is 0.240 / 0.300 hartree. The value obtained for the HOMO energy (alpha / beta) is -7.19 / -8.18 eV.

ORCA calculation (wB97M-V/def2-TZVPD) on one molecule with the formula C4H4OS.

Structure (ORCA input):
```
! RIJCOSX wB97M-V def2-TZVPD def2/J DEFGRID3
* xyz 0 1
C -1.05740 0.39768 -0.69322
C -0.15990 -0.16426 -1.47685
C 1.15827 -0.45347 0.77549
C 0.17995 0.27535 1.29949
H -2.02237 0.78247 -0.96652
H -0.53087 -0.19884 -2.48397
H 1.90803 -0.80042 1.44613
H 0.07517 0.35415 2.40760
O -0.93952 0.68622 0.64695
S 1.38864 -0.87887 -0.95511
*
```

Its SMILES is C1=CSC=CO1. Its energy above the lowest of the compared OMol25 structures with the same formula, charge and spin is 1.560 eV. The value obtained for the orbital gap is 0.310 hartree. The value obtained for the HOMO energy is -7.57 eV.

ORCA calculation (wB97M-V/def2-TZVPD) on one molecule with the formula C4H4OS3.

Structure (ORCA input):
```
! RIJCOSX wB97M-V def2-TZVPD def2/J DEFGRID3
* xyz 0 1
C 2.20331 -0.24224 0.30166
C -0.05599 -0.39439 0.70393
C -0.67496 0.69737 -0.27736
C -2.05188 0.35857 -0.88293
H 3.22890 -0.01347 0.72927
H -0.68817 -0.41884 1.56121
H 0.10070 -1.52297 0.24601
H -2.43133 1.13425 -1.49696
O 1.24940 -0.01694 1.14946
S 2.26943 -0.88504 -1.25516
S 0.04402 2.14616 -0.47064
S -3.19344 -0.84248 -0.30851
*
```

Its SMILES is S=COCC(=S)C=S. Its energy above the lowest of the compared OMol25 structures with the same formula, charge and spin is 2.626 eV. The value obtained for the orbital gap is 0.240 hartree. The value obtained for the HOMO energy is -8.98 eV.

ORCA calculation (wB97M-V/def2-TZVPD) on C4H4OSe as an isolated structure.

Structure (ORCA input):
```
! RIJCOSX wB97M-V def2-TZVPD def2/J DEFGRID3
* xyz 0 1
C -0.42523 -0.72899 -1.14767
C -1.07159 -0.36101 0.12898
C 0.83934 -0.06585 -1.26143
C -0.33075 0.49403 0.79349
O 1.03896 0.83228 -0.34223
Se -0.11397 1.50569 2.34808
H -0.70970 -1.71662 -1.67511
H -1.98096 -0.69566 0.55228
H 1.61332 -0.17501 -2.07790
H 1.14058 0.91114 2.68152
*
```

Its energy above the lowest of the compared OMol25 structures with the same formula, charge and spin is 1.720 eV. The value obtained for the orbital gap is 0.326 hartree. The value obtained for the HOMO energy is -8.22 eV.

Number 1: F_max 4.18 eV Å⁻¹. Number 2: F_max 5.79 eV Å⁻¹. Number 3: F_max 5.82 eV Å⁻¹. Number 4: F_max 3.53 eV Å⁻¹. Number 5: F_max 2.57 eV Å⁻¹. Number 6: F_max 1.53 eV Å⁻¹. Number 7: F_max 4.54 eV Å⁻¹. Number 8: F_max 4.06 eV Å⁻¹.